(1)
The following is a DFT calculation (ωB97M-V/def2-TZVPD) of a structure of composition C33H28Cl5N5S2SbSe4SiW.

Element x y z (Å)
1 W 0.01552 -0.55592 0.26679
2 N -1.81179 0.16690 -1.14398
3 C -1.59530 -0.20489 -2.53128
4 C -1.97769 0.58097 -3.58221
5 C -1.78643 0.13789 -4.90449
6 C -1.26236 -1.09909 -5.14892
7 C -0.84094 -1.92444 -4.08236
8 C -0.27907 -3.20603 -4.26100
9 C 0.06650 -3.94061 -3.16188
10 C -0.06834 -3.35583 -1.89540
11 N -0.50977 -2.13717 -1.68233
12 C -0.97135 -1.44755 -2.76140
13 H -2.71467 -0.21308 -0.85319
14 H -1.90846 1.17922 -1.10477
15 H -2.43918 1.54342 -3.39371
16 H -2.08320 0.78220 -5.71978
17 H -1.16744 -1.47101 -6.16026
18 H -0.14686 -3.58650 -5.26560
19 H 0.49549 -4.92977 -3.22490
20 H 0.20439 -3.93691 -1.01858
21 C -3.19912 1.75205 4.28964
22 Si -1.45944 1.72002 5.01731
23 C -1.13589 3.40240 5.80002
24 C -1.35804 0.22478 6.16493
25 C 0.05054 1.43398 3.86724
26 C 1.34520 1.62348 4.32910
27 C 2.45422 1.27540 3.55769
28 C 2.24985 0.70611 2.32667
29 N 1.01674 0.50830 1.84108
30 C -0.05326 0.89386 2.57792
31 S -1.55711 0.62060 1.75294
32 H -3.88514 2.01390 5.09794
33 H -3.51149 0.78618 3.89759
34 H -3.32092 2.49539 3.50153
35 H -1.97347 3.66772 6.44590
36 H -1.04150 4.18380 5.04504
37 H -0.23540 3.41406 6.41438
38 H -2.12058 0.29649 6.94236
39 H -0.38888 0.14344 6.65810
40 H -1.53942 -0.70412 5.62194
41 H 1.49606 2.05361 5.31221
42 H 3.46478 1.41808 3.90870
43 H 3.06922 0.39011 1.69101
44 Se 5.25173 -3.24298 1.70939
45 Sb 3.39136 -3.70183 0.35714
46 Se 1.64205 -2.02437 0.39022
47 Se 1.25758 0.48268 -1.39262
48 Se 3.00237 -5.53372 -1.06504
49 Cl 0.28647 -1.92692 3.24905
50 C -0.88161 -2.85050 2.34395
51 C -1.30234 -2.32505 1.10430
52 C -2.33523 -3.10497 0.55088
53 Cl -3.22934 -2.54801 -0.84343
54 C -2.76614 -4.33147 1.06212
55 Cl -3.95027 -5.26062 0.23444
56 C -2.22555 -4.82137 2.24552
57 Cl -2.68687 -6.35260 2.85020
58 C -1.31480 -4.03048 2.93711
59 Cl -0.72771 -4.53312 4.46872
60 S -0.06196 7.40249 -0.08149
61 C -0.00909 5.64917 0.01776
62 C -0.53010 4.79693 -0.95132
63 C -0.42605 3.43370 -0.75701
64 N 0.10195 2.84933 0.31784
65 C 0.64374 3.68152 1.21083
66 C 0.62251 5.05892 1.10998
67 C -1.46766 7.61772 -1.16859
68 C -1.29445 7.98672 -2.49194
69 C -2.43326 8.10241 -3.28229
70 N -3.65943 7.87963 -2.83000
71 C -3.81234 7.55814 -1.55087
72 C -2.74722 7.41781 -0.67180
73 H -0.99443 5.17095 -1.85247
74 H -0.76532 2.77446 -1.55282
75 H 1.12869 3.23144 2.06692
76 H 1.08336 5.67121 1.87269
77 H -0.31108 8.17515 -2.89782
78 H -2.35357 8.37899 -4.32722
79 H -4.83054 7.40414 -1.21217
80 H -2.90665 7.16820 0.36768

- charge = +1
- Kohn-Sham gap (alpha / beta) (eV) = 6.1 / 5.7
- HOMO level (alpha / beta) (eV) = -10.8 / -10.5

Atom charges from the natural (NBO) analysis, given in e for atoms 1 to 5: 0.599, -0.790, 0.105, -0.195, -0.194

***

(2)
The following is a DFT calculation (ωB97M-V/def2-TZVPD) of a cluster of 2 separate species, C3H7ClFN3 in total.

Element x y z (Å)
1 C 2.06368 0.68914 0.30029
2 C -1.42733 -0.93702 -0.92182
3 C -0.89355 0.69821 0.72913
4 N 2.34398 1.87992 0.15663
5 N -0.30037 -1.42628 1.14762
6 N -0.84712 -0.56234 0.36805
7 F 1.92499 -0.20057 -0.72099
8 Cl -1.62029 1.90872 -0.24360
9 H -1.16009 -0.20321 -1.67959
10 H -1.05563 -1.91669 -1.21287
11 H -2.51418 -0.96666 -0.82867
12 H -0.55629 0.98091 1.70410
13 H 2.47718 2.20284 -0.79835
14 H -0.32474 -2.35804 0.74448
15 H 1.88975 0.21107 1.25559

- expectation value of S² = 2.008
- Kohn-Sham gap (alpha / beta) (eV) = 6.5 / 10.0
- HOMO level (alpha / beta) (eV) = -5.7 / -10.7
- 2S+1 = 3

Atom charges from the natural (NBO) analysis, given in e for atoms 1 to 5: 0.489, -0.433, -0.071, -0.667, -0.387

***

Q: Number 2 is which compound?
A: C3H7ClFN3

***

Q: What is the formula in the first record?
A: C33H28Cl5N5S2SbSe4SiW